C7H13NO | ωB97M-V/def2-TZVPD

Last column: natural (NBO) charge in e.
Cartesian coordinates (Å):
C (0.63539, 0.35198, -1.85571)  -0.606
C (0.49208, 0.43348, -0.33277)  -0.063
C (1.45418, -0.55941, 0.32529)  -0.617
C (0.85640, 1.84721, 0.13231)  -0.603
C (-0.98723, 0.16742, 0.04016)  0.082
C (-1.41125, -1.30926, 0.13713)  -0.504
C (-1.65905, -1.41047, 1.61430)  0.002
N (-1.58501, -0.30106, 2.21677)  -0.075
O (-1.26198, 0.70357, 1.35526)  -0.374
H (0.06029, 1.13768, -2.33596)  0.209
H (0.28620, -0.60940, -2.22773)  0.204
H (1.68113, 0.46976, -2.13579)  0.213
H (1.36813, -1.55433, -0.10507)  0.200
H (1.27530, -0.62180, 1.39770)  0.219
H (2.47747, -0.22234, 0.17134)  0.215
H (0.14075, 2.56969, -0.25212)  0.207
H (0.84900, 1.90585, 1.21592)  0.227
H (1.84748, 2.11424, -0.22914)  0.204
H (-1.62286, 0.73186, -0.65130)  0.194
H (-0.65206, -2.00774, -0.20157)  0.227
H (-2.33151, -1.51269, -0.41731)  0.229
H (-1.91281, -2.32427, 2.13830)  0.209

Calculated values
Molecular weight   127.2 g mol⁻¹
Charge   0
Gap between HOMO and LUMO   0.36960 Ha
Lowest unoccupied orbital energy   0.82 eV
Multiplicity   1
Structure (SMILES)   CC(C)(C)[C@H]1CC=NO1
Energy relative to the best compared isomer or geometry (same formula, charge and spin)   168.2 kJ/mol

C4H10S | ωB97M-V/def2-TZVPD

Last column: natural (NBO) charge in e.
Cartesian coordinates (Å):
C (1.71149, -0.49805, -0.35056)  -0.608
C (0.45571, -0.88371, 0.44382)  -0.402
C (-0.65603, -0.07944, -0.24944)  -0.344
C (-0.90006, 1.46811, 0.03911)  -0.645
S (-2.27521, -0.82646, -0.20362)  -0.031
H (1.72680, -0.77404, -1.39322)  0.210
H (2.55255, -0.91600, 0.24071)  0.209
H (1.83988, 0.55596, -0.17558)  0.197
H (0.38047, -2.00557, 0.09433)  0.210
H (0.64266, -0.84676, 1.51519)  0.216
H (-0.42536, -0.28457, -1.27820)  0.208
H (-0.45079, 1.92479, 0.90454)  0.217
H (-1.96506, 1.82784, -0.03203)  0.237
H (-0.26542, 2.00060, -0.74715)  0.213
H (-2.37162, -0.66269, 1.19209)  0.114

Calculated values
Molecular weight   90.2 g mol⁻¹
Charge   0
Gap between HOMO and LUMO   0.35767 Ha
Lowest unoccupied orbital energy   1.00 eV
Multiplicity   1
Structure (SMILES)   CC[C@H](C)S
Energy relative to the best compared isomer or geometry (same formula, charge and spin)   108.7 kJ/mol

C49H52N3O6PSSnTe | ωB97M-V/def2-TZVPD

Last column: natural (NBO) charge in e.
Cartesian coordinates (Å):
Sn (0.53255, -0.11044, -0.07229)  1.509
O (1.55899, -0.27586, -4.31643)  -0.652
C (1.28001, -0.03156, -3.14875)  0.756
O (1.41545, -0.77580, -2.12906)  -0.856
C (0.69394, 1.33042, -2.78960)  0.146
C (0.74024, 2.38014, -3.69508)  -0.220
C (0.25850, 3.61541, -3.29794)  -0.157
C (-0.24376, 3.75402, -2.00889)  -0.207
C (-0.25244, 2.65006, -1.17503)  0.072
N (0.18658, 1.45867, -1.56556)  -0.649
H (1.15878, 2.19474, -4.67332)  0.249
H (0.27934, 4.46083, -3.97401)  0.213
H (-0.61294, 4.70726, -1.65612)  0.214
H (-0.60983, 2.71097, -0.15304)  0.239
S (4.28714, -1.56047, 3.35308)  0.363
C (3.04215, -0.65784, 2.53824)  -0.074
N (2.91737, -0.88084, 1.28207)  -0.436
C (3.83929, -1.80417, 0.83205)  0.066
C (3.97678, -2.24161, -0.48647)  -0.136
C (4.90439, -3.22682, -0.75445)  -0.233
C (5.71869, -3.75031, 0.25414)  -0.207
C (5.63220, -3.29075, 1.55482)  -0.227
C (4.68162, -2.31797, 1.83596)  -0.209
H (2.42181, 0.03890, 3.08567)  0.236
H (3.35104, -1.80098, -1.25436)  0.258
H (5.00612, -3.60582, -1.76288)  0.216
H (6.43550, -4.52494, 0.01380)  0.209
H (6.27917, -3.67873, 2.33043)  0.215
C (-4.81387, 3.03252, 0.21813)  -0.611
C (-3.55759, 2.34347, -0.31174)  -0.708
P (-2.59068, 1.24088, 0.84071)  0.853
C (-3.99424, 0.20111, 1.47513)  -0.707
C (-3.58812, -0.79985, 2.55472)  -0.598
C (-2.38322, 2.39211, 2.29276)  -0.713
C (-1.27505, 1.92759, 3.24038)  -0.627
H (-5.17613, 3.75642, -0.51503)  0.203
H (-4.61151, 3.56929, 1.14616)  0.199
H (-5.61582, 2.31760, 0.39905)  0.206
H (-2.85084, 3.10321, -0.65749)  0.211
H (-3.80827, 1.72942, -1.18096)  0.239
H (-4.38923, -0.33784, 0.61177)  0.237
H (-4.77924, 0.85495, 1.86411)  0.200
H (-2.76175, -1.42457, 2.21793)  0.226
H (-4.42428, -1.45809, 2.79517)  0.210
H (-3.28687, -0.28871, 3.47082)  0.188
H (-3.33044, 2.49104, 2.83117)  0.204
H (-2.11014, 3.36917, 1.88235)  0.212
H (-1.49081, 0.93968, 3.65028)  0.201
H (-1.16287, 2.62175, 4.07725)  0.192
H (-0.33020, 1.87652, 2.70250)  0.261
C (0.04729, -6.57482, 7.17920)  -0.621
C (-0.14450, -5.89140, 5.85008)  -0.027
C (0.92586, -5.72318, 4.98163)  -0.234
C (0.78345, -5.06796, 3.76116)  -0.076
C (1.98299, -4.96531, 2.85135)  -0.632
C (-0.47534, -4.56805, 3.40073)  -0.150
Te (-0.48204, -3.14596, 1.56144)  1.022
N (-1.26595, -1.99855, -0.00618)  -1.033
C (-2.48462, -2.38200, -0.37881)  0.570
O (-3.16978, -3.27575, 0.16955)  -0.729
C (-3.08022, -1.59388, -1.52297)  -0.126
C (-2.30229, -0.76503, -2.32669)  -0.125
C (-2.88485, 0.00698, -3.31995)  -0.234
C (-4.25722, -0.04172, -3.52305)  -0.229
C (-5.03885, -0.87678, -2.73482)  -0.229
C (-4.45176, -1.65380, -1.74705)  -0.187
C (-0.48637, -4.92183, 0.39205)  -0.298
C (-1.19320, -6.02787, 0.85031)  -0.216
C (-1.19991, -7.21536, 0.13841)  -0.232
C (-0.48770, -7.31017, -1.04689)  -0.217
C (0.21686, -6.21179, -1.50793)  -0.239
C (0.22501, -5.00506, -0.81004)  0.069
C (1.00688, -3.84920, -1.35291)  -0.653
C (-1.56496, -4.75905, 4.24668)  -0.069
C (-2.94719, -4.29715, 3.84906)  -0.646
C (-1.39045, -5.42432, 5.45859)  -0.234
H (1.10649, -6.73927, 7.37476)  0.207
H (-0.45827, -7.54272, 7.19703)  0.210
H (-0.36305, -5.97024, 7.98956)  0.210
H (1.90263, -6.10945, 5.25774)  0.191
H (2.85342, -5.44043, 3.30637)  0.202
H (2.23172, -3.92581, 2.63495)  0.220
H (1.77870, -5.46089, 1.89984)  0.228
H (-1.23063, -0.73960, -2.18517)  0.211
H (-2.26083, 0.64684, -3.93318)  0.211
H (-4.71352, 0.55734, -4.30195)  0.203
H (-6.11035, -0.92248, -2.88951)  0.203
H (-5.04208, -2.31928, -1.12981)  0.237
H (-1.74638, -5.95998, 1.77598)  0.220
H (-1.75740, -8.06562, 0.51168)  0.202
H (-0.48565, -8.23397, -1.61254)  0.200
H (0.78138, -6.27889, -2.43106)  0.200
H (1.77007, -4.18176, -2.05589)  0.208
H (1.48839, -3.30062, -0.54247)  0.217
H (0.35719, -3.14043, -1.86584)  0.249
H (-2.95396, -3.92913, 2.82257)  0.247
H (-3.29761, -3.49668, 4.50533)  0.210
H (-3.65853, -5.12289, 3.92306)  0.208
H (-2.24969, -5.57600, 6.10630)  0.192
O (0.63802, 4.55000, 1.92082)  -0.677
C (1.95019, 4.46560, 2.28735)  0.393
C (2.47597, 5.30016, 3.26767)  -0.325
C (3.81876, 5.22858, 3.60678)  -0.200
C (4.65134, 4.33770, 2.95008)  -0.255
C (4.12459, 3.51055, 1.96737)  -0.159
C (2.77811, 3.54662, 1.63902)  -0.200
C (2.21899, 2.51398, 0.67278)  0.776
O (2.76550, 2.33822, -0.41634)  -0.679
O (1.21922, 1.86836, 1.13373)  -0.866
H (0.18526, 5.14732, 2.52316)  0.472
H (1.82495, 6.01180, 3.76688)  0.196
H (4.20781, 5.87473, 4.38371)  0.205
H (5.70234, 4.28527, 3.20331)  0.207
H (4.75477, 2.80549, 1.43979)  0.227

Calculated values
Molecular weight   1088.3 g mol⁻¹
Charge   -1
Gap between HOMO and LUMO (spin up / spin down)   0.22583 / 0.24545 Ha
Lowest unoccupied orbital energy (spin up / spin down)   2.16 / 2.06 eV
Multiplicity   2

C2H8S2 | ωB97M-V/def2-TZVPD

Last column: natural (NBO) charge in e.
Cartesian coordinates (Å):
C (0.57132, -1.37727, -1.46348)  -0.824
S (0.38069, -2.54756, -0.15931)  0.107
S (-1.09484, -3.76828, -0.92963)  -0.137
H (1.56147, -1.82577, -1.85138)  0.254
H (0.13224, -1.64639, -2.34163)  0.235
H (0.20777, -0.32333, -1.20932)  0.253
H (-0.38483, -4.27524, -1.94101)  0.112
C (-0.29240, 3.14816, 1.95453)  -0.848
H (-0.92216, 2.60663, 2.75938)  0.216
H (-0.14379, 4.21855, 2.26746)  0.212
H (0.61539, 2.65477, 1.98256)  0.207
H (-0.63084, 3.13572, 0.93185)  0.213

Calculated values
Molecular weight   96.2 g mol⁻¹
Charge   0
Gap between HOMO and LUMO   0.34606 Ha
Lowest unoccupied orbital energy   0.58 eV
Multiplicity   1
Structure (SMILES)   CSS.C
Energy relative to the best compared isomer or geometry (same formula, charge and spin)   126.8 kJ/mol

C5H23O7 | ωB97M-V/def2-TZVPD

Last column: natural (NBO) charge in e.
Cartesian coordinates (Å):
C (0.84606, -0.73513, 0.16629)  -0.066
O (2.00692, -1.51350, 0.16647)  -0.862
C (0.69909, -0.01661, 1.58981)  -0.408
C (-0.40666, 1.06841, 1.51802)  -0.414
C (-1.66896, 0.43793, 0.94190)  -0.435
C (-2.86364, 1.25045, 1.47798)  -0.601
H (1.09127, 0.18812, -0.41822)  0.146
H (-0.05354, -1.28808, -0.10952)  0.170
H (1.69593, 0.45118, 1.76817)  0.190
H (0.68295, -0.82857, 2.30388)  0.182
H (0.08868, 1.76813, 0.80928)  0.194
H (-0.48278, 1.52948, 2.48453)  0.197
H (-1.66732, -0.64895, 0.97587)  0.230
H (-1.88623, 0.64664, -0.12592)  0.215
H (-2.91920, 1.23175, 2.58911)  0.177
H (-3.88199, 0.91467, 1.25899)  0.196
H (-2.75784, 2.30694, 1.28722)  0.209
H (-2.03797, 1.51472, -2.60604)  0.455
H (-0.53183, 1.41603, -2.52589)  0.510
O (-1.27124, 2.07167, -2.43829)  -0.999
H (2.62160, -1.17902, -0.91773)  0.499
H (3.10900, -1.39059, -2.43176)  0.444
O (2.89619, -0.61928, -1.89625)  -1.076
H (1.79744, -4.28934, 0.01051)  0.441
H (1.50377, -2.84006, -0.03667)  0.492
O (1.20053, -3.77207, -0.55074)  -1.025
H (0.95733, 0.19785, -3.87749)  0.462
H (1.42739, -0.00105, -2.45983)  0.523
O (0.86545, 0.61663, -3.01880)  -1.003
H (0.07857, -3.60855, 0.75780)  0.497
H (-0.28331, -3.17905, 2.25715)  0.455
O (-0.66451, -3.38379, 1.39002)  -0.998
H (0.45742, 3.86746, 0.48762)  0.466
H (-0.45881, 3.56538, -0.72113)  0.497
O (-0.18978, 4.25021, -0.10634)  -0.962

Calculated values
Molecular weight   195.2 g mol⁻¹
Charge   -1
Gap between HOMO and LUMO   0.31883 Ha
Lowest unoccupied orbital energy   3.39 eV
Multiplicity   1
Energy relative to the best compared isomer or geometry (same formula, charge and spin)   0.0 kJ/mol

C12H15B3F21O6Sn2 | ωB97M-V/def2-TZVPD

Last column: natural (NBO) charge in e.
Cartesian coordinates (Å):
Sn (1.77608, -2.05135, 3.50257)  1.862
Sn (-2.51881, 0.39120, 2.15492)  1.830
B (-1.87643, -2.17721, 4.45921)  1.351
F (-1.68105, -2.25133, 3.06182)  -0.581
F (-2.41767, -0.90510, 4.70892)  -0.575
F (-2.77551, -3.12748, 4.92327)  -0.528
F (-0.60802, -2.31440, 5.07270)  -0.586
B (0.16478, -1.09332, 0.35960)  1.338
F (1.48509, -1.30103, 0.78319)  -0.578
F (-0.24871, 0.27788, 0.53539)  -0.587
F (0.19115, -1.25293, -1.00197)  -0.536
F (-0.76192, -1.87705, 1.03503)  -0.552
B (0.57025, 1.13516, 3.58290)  1.328
F (0.71569, 1.48286, 4.91913)  -0.532
F (-0.20776, 2.05826, 2.85162)  -0.559
F (1.85911, 1.05960, 3.05975)  -0.549
F (-0.09985, -0.08455, 3.51779)  -0.602
C (-5.78686, -2.06357, -2.62096)  -0.632
C (-4.92358, -1.14229, -1.83645)  -0.073
O (-3.92757, -0.48819, -2.65111)  -0.455
C (-3.07265, 0.33230, -2.01371)  0.738
O (-3.11993, 0.51092, -0.82519)  -0.636
C (-2.05869, 0.94860, -2.98861)  0.908
F (-0.81010, 0.58981, -2.74141)  -0.285
F (-2.32181, 0.66025, -4.24401)  -0.280
F (-2.12477, 2.29790, -2.83854)  -0.323
H (-6.35354, -1.55122, -3.39827)  0.230
H (-6.45518, -2.53539, -1.90061)  0.231
H (-5.24796, -2.85468, -3.14356)  0.227
H (-4.35356, -1.66931, -1.06795)  0.183
H (-5.56667, -0.41278, -1.34023)  0.193
C (0.95932, 2.71425, -1.28096)  -0.648
C (0.51409, 3.82297, -0.38607)  -0.081
O (-0.64672, 4.51494, -0.84167)  -0.465
C (-1.87624, 4.12148, -0.54948)  0.728
O (-2.16433, 3.30109, 0.28919)  -0.615
C (-2.94033, 4.90329, -1.33418)  0.901
F (-4.06834, 4.23222, -1.52624)  -0.301
F (-3.24244, 5.97108, -0.59212)  -0.303
F (-2.51002, 5.30974, -2.53520)  -0.297
H (2.03945, 2.61193, -1.18252)  0.223
H (0.75957, 2.86795, -2.34185)  0.229
H (0.42211, 1.81205, -0.98762)  0.227
H (1.28646, 4.58700, -0.47965)  0.204
H (0.31745, 3.47837, 0.62930)  0.208
C (5.58783, -0.62672, -1.37706)  -0.624
C (4.69452, -1.39614, -0.44389)  -0.090
O (5.28818, -2.67447, -0.20786)  -0.447
C (5.07371, -3.37368, 0.87339)  0.721
O (4.70239, -2.87233, 1.92292)  -0.645
C (5.64547, -4.78661, 0.89591)  0.906
F (6.60598, -4.87745, 1.84330)  -0.295
F (4.67490, -5.60759, 1.29484)  -0.307
F (6.05435, -5.13119, -0.30544)  -0.279
H (4.96391, 0.23338, -1.63334)  0.222
H (5.69854, -1.21319, -2.28924)  0.226
H (6.54618, -0.27090, -1.00924)  0.229
H (3.67177, -1.42034, -0.82715)  0.211
H (4.49869, -0.82269, 0.46675)  0.192

Calculated values
Molecular weight   924.1 g mol⁻¹
Charge   +1
Gap between HOMO and LUMO   0.24337 Ha
Lowest unoccupied orbital energy   -7.04 eV
Multiplicity   1
Energy relative to the best compared isomer or geometry (same formula, charge and spin)   17.6 kJ/mol

| no. | E (eV) |
| --- | --- |
| 1 | -11006.010 |
| 2 | -15144.240 |
| 3 | -101664.256 |
| 4 | -23872.833 |
| 5 | -19891.542 |
| 6 | -95741.208 |